1.
The following is a DFT calculation (ωB97M-V with the def2-TZVPD basis set) of a structure of composition C40H46BeN7O2 at a distorted geometry.

Properties
LUMO energy, eV: -5.1
M, g mol⁻¹: 665.867
HOMO, eV: -10.2
Total charge: +1
HOMO-LUMO gap, eV: 5.07
Energy relative to the best compared isomer or geometry (same formula, charge and spin), kcal per mole: 0.00

Geometry (Å):
Be 6.278 -23.987 -0.397
C 2.431 -26.449 -2.272
C 3.886 -26.292 -2.619
O 4.605 -25.469 -1.727
H 1.958 -27.332 -2.701
H 1.876 -25.554 -2.554
H 2.367 -26.592 -1.193
H 3.816 -25.961 -3.656
H 4.452 -27.224 -2.635
N 8.244 -25.568 -0.994
C 9.515 -25.215 -0.740
C 10.677 -25.945 -1.099
C 10.414 -27.073 -1.822
C 9.131 -27.460 -2.142
C 8.050 -26.660 -1.729
H 9.640 -24.378 -0.068
H 11.666 -25.540 -0.939
H 11.240 -27.610 -2.265
H 8.914 -28.366 -2.688
H 7.046 -26.913 -2.037
N 1.807 -22.511 -7.348
C 2.724 -23.499 -7.079
C 2.958 -23.825 -5.755
C 2.285 -23.187 -4.718
C 1.468 -22.129 -4.993
C 1.162 -21.815 -6.334
H 3.308 -24.024 -7.821
H 3.699 -24.563 -5.487
H 2.471 -23.492 -3.698
H 0.855 -21.684 -4.223
H 0.366 -21.126 -6.575
N 6.994 -30.202 -4.777
C 5.930 -29.755 -4.100
C 4.608 -29.715 -4.467
C 4.337 -30.302 -5.740
C 5.431 -30.709 -6.549
C 6.705 -30.583 -6.042
H 6.116 -29.582 -3.050
H 3.813 -29.239 -3.913
H 3.346 -30.441 -6.145
H 5.292 -31.030 -7.571
H 7.462 -30.797 -6.782
N 7.322 -23.240 -2.616
C 6.686 -23.539 -3.782
C 6.629 -22.623 -4.867
C 7.544 -21.579 -4.937
C 8.261 -21.262 -3.784
C 8.042 -22.108 -2.660
H 6.073 -24.426 -3.733
H 6.040 -22.964 -5.706
H 7.549 -20.966 -5.826
H 9.028 -20.509 -3.681
H 8.559 -21.875 -1.741
N 4.413 -23.456 1.202
C 4.676 -22.939 2.422
C 3.756 -22.828 3.473
C 2.458 -23.152 3.195
C 2.088 -23.723 1.965
C 3.136 -23.817 0.992
H 5.658 -22.547 2.645
H 3.977 -22.097 4.237
H 1.599 -23.047 3.842
H 1.088 -24.056 1.727
H 2.908 -24.277 0.042
N 6.321 -26.153 1.279
C 7.050 -26.181 2.439
C 7.154 -27.360 3.223
C 6.669 -28.546 2.780
C 5.907 -28.533 1.691
C 5.723 -27.387 0.934
H 7.474 -25.224 2.704
H 7.554 -27.385 4.227
H 6.814 -29.454 3.347
H 5.337 -29.402 1.396
H 4.970 -27.395 0.160
N 0.000 -20.560 -0.501
C 0.744 -21.684 -0.783
C 0.239 -22.797 -1.412
C -1.153 -22.871 -1.654
C -1.987 -21.767 -1.364
C -1.331 -20.605 -0.837
H 1.796 -21.610 -0.549
H 0.981 -23.567 -1.568
H -1.597 -23.736 -2.124
H -3.065 -21.773 -1.437
H -2.000 -19.772 -0.683
C 0.978 -26.721 -5.778
C -0.138 -27.123 -4.917
O -0.686 -28.238 -5.020
C -0.666 -26.137 -3.931
H 0.921 -25.684 -6.109
H 1.142 -27.334 -6.663
H 1.901 -26.668 -5.200
H -1.748 -26.178 -3.811
H -0.394 -25.148 -4.300
H -0.186 -26.368 -2.980


2.
The following is a DFT calculation (ωB97M-V with the def2-TZVPD basis set) of a structure of composition C40H46Cl3EuIN2O5 at a distorted geometry.

Properties
LUMO energy (alpha / beta), eV: 3.9 / 3.9
M, g mol⁻¹: 1020.044
2S+1: 8
HOMO (alpha / beta), eV: -1.1 / -1.7
Total charge: -2
HOMO-LUMO gap (alpha / beta), eV: 5.02 / 5.58
Energy relative to the best compared isomer or geometry (same formula, charge and spin), kcal per mole: 0.00

Geometry (Å):
Eu 0.965 -0.703 -1.928
C -2.000 2.895 4.157
C -0.704 3.582 3.754
C -1.019 5.056 3.488
C 0.244 3.465 4.951
C -0.062 2.967 2.508
C -0.675 1.976 1.776
C 0.013 1.331 0.724
N -0.402 0.278 0.017
C -1.633 -0.295 0.001
C -2.884 0.314 0.175
C -4.030 -0.454 0.155
C -3.905 -1.853 0.129
C -2.692 -2.513 0.014
C -1.515 -1.731 -0.158
O -0.346 -2.219 -0.427
C -2.600 -4.035 0.101
C -3.957 -4.696 0.324
C -1.713 -4.378 1.305
C -1.999 -4.636 -1.167
C -5.432 0.158 0.139
C -5.399 1.656 -0.160
C -6.103 -0.043 1.500
C -6.286 -0.486 -0.958
C 1.386 1.691 0.405
O 2.001 1.021 -0.488
C 1.972 2.755 1.151
C 1.253 3.351 2.170
C 3.365 3.244 0.742
C 3.784 4.515 1.478
C 3.389 3.568 -0.759
C 4.393 2.144 1.042
H -2.366 3.321 5.093
H -1.852 1.827 4.304
H -2.778 3.038 3.407
H -1.485 5.516 4.366
H -1.700 5.144 2.643
H -0.121 5.623 3.244
H -0.223 3.887 5.846
H 1.188 3.983 4.795
H 0.473 2.417 5.141
H -1.663 1.628 2.042
H -2.920 1.394 0.203
H -4.816 -2.433 0.182
H -4.437 -4.336 1.237
H -3.821 -5.775 0.424
H -4.627 -4.525 -0.520
H -2.152 -3.980 2.223
H -0.722 -3.940 1.192
H -1.608 -5.463 1.406
H -2.601 -4.389 -2.038
H -1.943 -5.726 -1.071
H -1.004 -4.246 -1.348
H -4.921 2.216 0.646
H -6.418 2.038 -0.256
H -4.862 1.859 -1.085
H -5.512 0.433 2.282
H -6.189 -1.100 1.754
H -7.108 0.393 1.507
H -5.805 -0.358 -1.928
H -7.272 -0.013 -0.991
H -6.443 -1.553 -0.807
H 1.697 4.172 2.716
H 3.041 5.304 1.356
H 4.731 4.872 1.070
H 3.935 4.339 2.547
H 2.647 4.334 -0.992
H 3.166 2.692 -1.365
H 4.380 3.939 -1.040
H 4.421 1.929 2.113
H 5.393 2.455 0.719
H 4.128 1.228 0.516
O -1.044 -3.923 -4.054
C -0.199 -3.087 -3.758
O -0.352 -1.945 -3.214
C 1.248 -3.418 -4.079
C 1.564 -4.228 -5.162
C 2.894 -4.498 -5.423
C 3.854 -3.966 -4.575
C 3.442 -3.170 -3.520
N 2.164 -2.889 -3.268
H 0.755 -4.622 -5.760
H 3.181 -5.112 -6.268
H 4.909 -4.138 -4.736
H 4.173 -2.718 -2.862
Cl 8.192 -0.611 -0.078
C 6.633 -0.455 -0.855
C 5.547 -1.154 -0.361
C 4.331 -1.017 -0.997
Cl 2.953 -1.877 -0.342
C 4.102 -0.229 -2.157
O 2.983 -0.179 -2.766
C 5.262 0.477 -2.574
Cl 5.097 1.518 -3.955
C 6.490 0.377 -1.953
H 5.639 -1.791 0.506
H 7.329 0.947 -2.326
I -0.388 1.640 -3.161


3.
The following is a DFT calculation (ωB97M-V with the def2-TZVPD basis set) of a structure of composition C40H46N8O2RuSe at a distorted geometry.

Properties
LUMO energy (alpha / beta), eV: -9.8 / -9.7
M, g mol⁻¹: 850.892
2S+1: 2
HOMO (alpha / beta), eV: -15.1 / -16.4
Total charge: +3
HOMO-LUMO gap (alpha / beta), eV: 5.32 / 6.64
Energy relative to the best compared isomer or geometry (same formula, charge and spin), kcal per mole: 41.10

Geometry (Å):
Ru 1.089 0.107 0.558
C 2.834 0.746 3.217
N 3.154 0.031 1.977
C 3.432 -1.379 2.250
C 3.221 -2.247 1.043
C 4.038 -3.345 0.816
C 3.786 -4.168 -0.269
C 2.715 -3.867 -1.098
C 1.941 -2.763 -0.799
N 2.181 -1.968 0.247
C 4.286 0.698 1.315
C 4.178 0.783 -0.182
C 5.297 1.177 -0.908
C 5.229 1.243 -2.286
C 4.042 0.875 -2.907
C 2.972 0.509 -2.120
N 3.022 0.489 -0.780
C 2.227 2.082 2.882
C 2.434 3.187 3.693
C 1.828 4.390 3.363
C 1.051 4.452 2.216
C 0.899 3.307 1.457
N 1.465 2.140 1.783
H 3.721 0.879 3.846
H 2.110 0.166 3.791
H 2.747 -1.722 3.030
H 4.446 -1.522 2.635
H 4.860 -3.550 1.488
H 4.415 -5.026 -0.468
H 2.486 -4.472 -1.963
H 1.087 -2.514 -1.414
H 5.223 0.190 1.564
H 4.378 1.719 1.692
H 6.212 1.424 -0.386
H 6.083 1.559 -2.869
H 3.945 0.876 -3.983
H 2.038 0.213 -2.578
H 3.066 3.101 4.567
H 1.967 5.264 3.986
H 0.576 5.374 1.913
H 0.307 3.324 0.549
C -2.520 4.442 -1.070
C -3.552 3.322 -1.190
C -3.865 2.606 0.126
C -2.833 1.579 0.635
N -2.694 0.434 -0.271
C -1.548 0.047 -1.005
Se -0.081 1.365 -1.380
N -2.037 -0.747 -2.069
C -1.188 -1.392 -3.060
C -1.609 -1.067 -4.497
C -1.455 0.407 -4.871
C -1.453 0.598 -6.384
C -3.312 -1.073 -1.821
C -4.178 -1.980 -2.447
C -5.444 -2.078 -1.934
C -5.864 -1.319 -0.805
C -5.029 -0.442 -0.164
C -3.737 -0.311 -0.688
H -2.557 5.084 -1.949
H -1.505 4.055 -1.001
H -2.715 5.059 -0.192
H -3.252 2.597 -1.958
H -4.487 3.764 -1.536
H -4.817 2.084 0.020
H -3.992 3.355 0.908
H -3.174 1.199 1.601
H -1.850 2.028 0.771
H -1.215 -2.474 -2.894
H -0.173 -1.029 -2.894
H -2.642 -1.382 -4.659
H -0.989 -1.684 -5.151
H -0.524 0.799 -4.448
H -2.271 0.990 -4.430
H -0.607 0.076 -6.834
H -1.386 1.652 -6.645
H -2.361 0.190 -6.830
H -3.870 -2.589 -3.285
H -6.144 -2.765 -2.390
H -6.871 -1.455 -0.432
H -5.354 0.105 0.709
O -0.838 -1.998 0.105
C -0.567 -0.861 -0.079
N -0.879 -4.792 3.207
C -0.443 -3.950 4.170
O 0.029 -4.290 5.228
C -0.550 -2.475 3.842
C -1.256 -1.620 4.682
C -1.291 -0.267 4.378
C -0.607 0.186 3.265
N 0.120 -0.630 2.493
C 0.142 -1.938 2.773
H -0.889 -5.779 3.415
H -1.348 -4.475 2.378
H -1.753 -2.014 5.559
H -1.832 0.430 5.003
H -0.622 1.233 2.990
H 0.749 -2.570 2.141